1.
C10H22Cl12O8P2 | ωB97M-V/def2-TZVPD

Results
Frontier orbital gap ... 8.974 eV
Molecular weight ... 757.66 g/mol
E ... -7200.54090 Ha
Energy relative to the best compared isomer or geometry (same formula, charge and spin) ... 493.9 kcal per mole

Each line ends with the Mulliken charge.
Atoms and positions in Å:
Cl: -2.29726 -0.51049 -4.01899  -0.2085
Cl: -1.41831 -3.03244 -2.64143  -0.1845
Cl: -0.56766 1.82173 4.44373  -0.1393
Cl: -0.45191 -3.43186 1.98972  -0.1013
Cl: 1.26183 2.24120 -1.59346  -0.4365
Cl: -0.59449 4.11279 -0.38865  -0.1059
Cl: -2.51716 -1.48086 1.18803  -0.1690
Cl: -1.51760 3.62706 2.40367  -0.0768
Cl: -3.13773 1.38109 3.07960  -0.1492
Cl: -4.26000 -2.51341 -3.37414  -0.1785
Cl: -0.25337 -0.67862 2.93259  -0.3945
Cl: 0.94784 2.31580 1.37255  -0.1516
P: -1.38841 0.52992 -0.39384  -1.1109
P: 2.28145 -1.79440 0.24808  1.1749
O: -0.78596 0.65197 0.94092  0.3781
O: -0.56776 1.35211 -1.53313  0.8720
O: 2.98386 -1.62321 1.70130  -0.3779
O: 2.32323 -0.31669 -0.39822  -0.4923
O: 3.45450 -2.61971 -0.55332  -0.4663
O: -2.90966 1.08082 -0.55211  -0.1240
O: -1.49613 -0.99418 -0.87751  0.3882
O: 0.95714 -2.47124 0.15475  -0.4085
C: 1.72917 0.76315 0.33729  -0.1092
C: -0.85055 -1.72009 1.62431  2.7106
C: -3.24946 2.38087 -0.19643  -0.5418
C: 4.67745 -2.02010 -0.80386  -0.6930
C: -2.68385 -1.79700 -2.83983  0.9178
C: 2.23236 -1.72827 2.86510  -0.4701
C: -1.43726 1.94552 2.92188  3.4850
C: 0.88960 3.23944 -0.12357  0.1595
C: -1.01366 1.40717 -2.91274  -1.2417
C: -0.33749 -1.74719 -1.07355  -1.4294
H: 1.78889 1.73317 -0.15627  0.5910
H: -3.95272 2.48719 0.62954  0.2401
H: 5.46567 -2.53667 -0.25616  0.2664
H: -0.80359 2.39346 -3.32651  0.3995
H: -0.25194 -1.45527 0.75273  -2.4549
H: -2.92068 -1.41579 -1.84651  -0.1927
H: 1.19419 -2.03311 2.73333  0.0857
H: 0.64771 0.73304 0.47015  -0.6518
H: 1.67632 3.99248 -0.07752  0.6800
H: -0.05462 -2.02830 -2.08797  0.2481
H: 0.54658 -1.22975 -0.70101  0.2956
H: -0.42659 0.79756 -3.59964  0.3541
H: 2.39225 -0.77265 3.36442  0.2253
H: 2.75265 -2.42855 3.51855  0.3448
H: -2.39528 2.93141 0.19779  -0.1175
H: 2.06441 0.76003 1.37445  0.7010
H: -2.08512 1.25831 -3.04657  0.4293
H: -0.50796 -2.73076 -0.63577  0.7093
H: -0.94801 1.38163 2.12768  -3.2831
H: -3.73678 2.84309 -1.05489  0.2692
H: 4.89130 -2.05742 -1.87201  0.2441
H: 4.66058 -0.99398 -0.43656  0.2913

2.
C10H22InN3O6 | ωB97M-V/def2-TZVPD

Results
2S+1 ... 2
Net charge ... +3
Expectation value of S² ... 1.81
Frontier orbital gap (spin up / spin down) ... 4.982 / 4.326 eV
Molecular weight ... 395.12 g/mol
E ... -1198.86733 Ha

Each line ends with the Mulliken charge.
Atoms and positions in Å:
In: -5.61515 2.48422 35.12346  1.0640
O: -6.48316 3.78143 37.50127  -0.3721
O: -6.34214 5.11251 34.05404  -0.3956
O: -7.98651 2.64344 38.44512  -0.4906
O: -8.51276 2.67795 35.07887  -0.5353
O: -6.14527 0.08973 36.74147  -0.2899
O: -8.05800 4.76065 38.68436  -0.4155
N: -7.80379 6.79430 34.37095  0.1259
N: -10.53729 1.57115 35.29480  -0.1475
N: -7.10313 -0.09526 38.80340  0.3854
C: -7.52196 6.10595 32.05012  -1.1666
C: -7.19845 5.91786 33.59746  0.5814
C: -7.48254 3.71377 38.17823  0.8657
C: -9.74719 2.62669 34.97951  0.5492
C: -6.83048 -2.04362 37.22252  -1.1444
C: -7.64419 -0.89380 39.82334  -0.8847
C: -10.58255 3.79822 34.50326  -0.9930
C: -6.61447 -0.56343 37.63093  0.5024
C: -7.77497 6.75908 35.81093  -0.5873
C: -10.18125 0.34910 35.95525  -0.6052
H: -10.25771 -0.59764 35.42052  0.3545
H: -10.91893 3.67738 33.47353  0.3714
H: -7.09129 7.04347 31.69843  0.4250
H: -11.47619 1.58847 34.92297  0.2410
H: -10.01524 4.72410 34.59816  0.0416
H: -6.04799 -2.79709 37.31257  0.3892
H: -8.60471 6.07376 31.92884  0.4089
H: -9.17452 0.49599 36.34641  -0.0447
H: -6.75443 6.55492 36.13484  0.3607
H: -8.11016 -0.32669 40.62916  0.3535
H: -8.35881 -1.69127 39.61969  0.3864
H: -10.77735 0.19321 36.85440  0.3679
H: -8.24150 7.58868 36.34216  0.4031
H: -7.10336 0.90527 38.94144  0.2684
H: -8.19440 5.81866 36.16840  0.0759
H: -7.64674 -2.46116 37.81200  0.3132
H: -6.89249 -1.48254 40.34908  0.4379
H: -8.86456 4.50369 39.13715  0.3490
H: -8.08975 7.68764 33.99645  0.3672
H: -7.04140 5.28853 31.51256  0.3419
H: -7.31008 -2.29937 36.27770  0.3430
H: -11.41195 4.08975 35.14763  0.3984

3.
C10H22NOS | ωB97M-V/def2-TZVPD

Results
Net charge ... +1
Frontier orbital gap ... 8.006 eV
Molecular weight ... 204.36 g/mol
E ... -921.96223 Ha
Energy relative to the best compared isomer or geometry (same formula, charge and spin) ... 65.9 kcal per mole

Each line ends with the Mulliken charge.
Atoms and positions in Å:
S: -3.10404 -1.22307 -0.86366  0.2069
O: -4.61237 -0.45785 -1.07547  -0.5183
N: -4.94700 2.40388 -0.19778  -0.1858
C: 3.40000 -0.35517 -0.01778  -0.5837
C: -4.79560 1.49836 0.71983  -0.1914
C: -0.72495 -1.86937 1.22143  -0.9699
C: -1.53022 -0.49708 1.39141  -0.3431
C: -0.08567 -2.09347 -0.18473  -0.4920
C: 2.75078 1.66086 -1.56467  -1.0909
C: 3.13926 1.16028 -0.22555  -0.4415
C: 2.08362 -1.13679 0.43781  -0.8790
C: 1.00682 -1.21940 -0.60470  -0.4485
C: -2.64243 -0.22565 0.39668  -0.3724
H: 0.40260 -0.34440 -0.85660  0.1831
H: -4.24918 1.72478 1.63011  0.3171
H: -2.15510 -0.61593 2.29514  0.3907
H: -5.60385 2.22515 -0.98302  0.2804
H: 2.33963 2.58825 -1.58488  0.3840
H: 1.73589 -0.73695 1.33594  0.4324
H: -4.91943 0.41832 0.48436  0.4346
H: 1.97745 0.93398 -1.99100  0.1851
H: -1.39847 -2.65095 1.29181  0.5548
H: 4.07505 -0.45925 0.88930  0.2920
H: 0.34024 -3.06914 -0.08544  0.4234
H: -5.34849 -0.96158 -1.33614  0.3153
H: -0.01987 -1.94808 2.13392  0.3393
H: 1.35050 -1.57664 -1.53913  0.4825
H: -0.98192 0.42580 1.38899  0.3702
H: 3.71044 1.60064 -2.16180  0.2890
H: -4.73776 3.40999 -0.14860  0.2824
H: -1.01075 -2.21286 -0.94484  -0.0075
H: 3.86499 -0.84334 -0.98541  0.3071
H: 2.35468 -2.11958 0.74736  0.4370
H: 2.34784 1.40806 0.46967  0.2517
H: 4.06558 1.69047 0.16914  0.3648